<1>
Here is C4H5N3 in the gas phase from OMol25. Energies are from ωB97M-V with the def2-TZVPD basis set.

Properties
* HOMO: -9.33 eV
* structure (SMILES): N#C[C@H]1CN=CN1
* orbital gap: 0.37070 Eh

Geometry (Å):
N1 -0.29 -0.77 2.88
C1 -0.49 -0.52 1.76
C2 -0.67 -0.25 0.32
C3 -0.18 1.19 -0.05
N2 0.57 1.07 -1.31
C4 0.87 -0.16 -1.39
N3 0.26 -1.02 -0.50
H1 -1.72 -0.46 0.07
H2 -0.97 1.94 -0.11
H3 0.52 1.52 0.73
H4 1.54 -0.57 -2.14
H5 0.55 -1.96 -0.28

=====

<2>
Here is C4H5N3 in the gas phase from OMol25. Energies are from ωB97M-V with the def2-TZVPD basis set.

Properties
* HOMO: -7.92 eV
* structure (SMILES): Nc1cncnc1
* orbital gap: 0.29259 Eh

Geometry (Å):
N1 -1.89 0.15 -0.18
C1 -0.64 0.10 0.43
C2 0.08 1.26 0.51
N2 1.37 1.13 0.09
C3 1.66 -0.01 -0.42
N3 0.95 -1.24 -0.66
C4 0.07 -1.20 0.26
H1 -1.75 0.77 -0.98
H2 -2.13 -0.76 -0.56
H3 -0.29 2.22 0.88
H4 2.67 -0.32 -0.23
H5 -0.11 -2.11 0.85

=====

Here are the energies relative to the best structure, in kJ/mol: <1> 0.0; <2> 299.5.